Here is a molecular structure, C37H31ClIMoO2PSi from the OMol25 dataset. Energies are from ωB97M-V/def2-TZVPD.

Calculated values
- Electronic energy: -3035.4079 a.u.
- HOMO level (alpha / beta): -0.5009 / -0.4994 Eh
- Charge: +2
- ΔE to the lowest compared entry with this formula, charge and spin: 188.1 kJ/mol
- Spin multiplicity: 3

Each line ends with the Mulliken charge.
Positions of all 75 atoms, in Å:
Mo (-0.23, -0.21, 0.73)  -0.082
Cl (4.06, 0.28, 6.79)  -0.161
C (2.87, 0.20, 5.56)  0.008
C (1.52, 0.48, 5.87)  -0.641
C (0.54, 0.43, 4.91)  -0.600
C (0.85, 0.10, 3.59)  0.524
O (-0.10, 0.01, 2.68)  -0.602
C (2.21, -0.17, 3.28)  0.437
C (2.57, -0.46, 1.96)  0.149
O (1.79, -0.42, 0.97)  -0.482
C (3.20, -0.12, 4.28)  -1.005
H (1.26, 0.74, 6.89)  0.470
H (-0.49, 0.65, 5.17)  0.472
H (3.62, -0.67, 1.74)  0.431
H (4.23, -0.34, 4.02)  0.485
I (-2.10, -0.74, -1.11)  0.274
C (-1.98, 0.09, -3.07)  0.233
C (-3.04, -0.35, -3.80)  -0.835
C (-3.22, 0.10, -5.12)  -1.008
C (-2.34, 1.00, -5.64)  -0.888
C (-1.24, 1.47, -4.88)  0.844
C (-0.35, 2.41, -5.46)  -0.770
C (0.72, 2.88, -4.77)  -1.204
C (0.96, 2.42, -3.47)  -0.485
C (0.13, 1.50, -2.85)  1.310
P (0.78, 1.01, -1.22)  1.051
C (1.08, 2.55, -0.32)  0.951
C (0.07, 3.51, -0.31)  -0.922
C (0.21, 4.66, 0.45)  -0.728
C (1.36, 4.85, 1.21)  -0.604
C (2.37, 3.90, 1.21)  -1.054
C (2.23, 2.74, 0.45)  -0.513
C (2.32, 0.18, -1.69)  1.729
C (2.21, -1.18, -2.02)  -0.807
C (3.32, -1.89, -2.44)  -0.718
C (4.55, -1.25, -2.52)  -0.577
C (4.67, 0.09, -2.20)  -0.982
C (3.55, 0.81, -1.79)  -0.208
C (-1.02, 1.01, -3.54)  0.706
H (-3.75, -1.05, -3.38)  0.426
H (-4.06, -0.26, -5.70)  0.438
H (-2.47, 1.38, -6.64)  0.426
H (-0.55, 2.73, -6.47)  0.435
H (1.40, 3.59, -5.22)  0.478
H (1.82, 2.79, -2.94)  0.326
H (-0.82, 3.37, -0.92)  0.450
H (-0.57, 5.40, 0.45)  0.470
H (1.47, 5.75, 1.80)  0.450
H (3.27, 4.06, 1.79)  0.496
H (3.02, 2.01, 0.45)  0.440
H (1.24, -1.67, -1.97)  0.277
H (3.23, -2.93, -2.70)  0.463
H (5.43, -1.81, -2.84)  0.432
H (5.63, 0.59, -2.27)  0.460
H (3.65, 1.86, -1.55)  0.460
C (-4.14, -0.30, 1.65)  -1.194
Si (-2.66, -1.35, 2.05)  0.714
C (-2.44, -1.34, 3.89)  -0.980
C (-2.72, -3.07, 1.35)  0.760
C (-1.62, -3.72, 0.77)  0.024
C (-1.71, -5.03, 0.34)  -0.702
C (-2.91, -5.72, 0.49)  -0.478
C (-4.01, -5.10, 1.07)  -0.730
C (-3.91, -3.78, 1.50)  -0.726
H (-4.89, -0.53, 2.41)  0.433
H (-4.58, -0.51, 0.67)  0.418
H (-3.93, 0.76, 1.73)  0.353
H (-3.41, -1.64, 4.30)  0.484
H (-2.22, -0.33, 4.24)  0.126
H (-1.68, -2.03, 4.25)  0.343
H (-0.67, -3.19, 0.66)  0.432
H (-0.86, -5.52, -0.10)  0.419
H (-2.99, -6.75, 0.16)  0.403
H (-4.94, -5.64, 1.20)  0.406
H (-4.78, -3.31, 1.95)  0.370